# 1
Here is a molecular structure, C24H28As2F2NOTi from the OMol25 dataset. Energies are from wB97M-V/def2-TZVPD.

```
59
Properties=species:S:1:pos:R:3:forces:R:3:mulliken_charge:R:1
Ti 0.074082 0.001237 -0.179001 -0.3 0.8 -0.2 -0.8014
C 0.751330 -2.707708 3.171015 -0.1 0.0 0.0 -1.2936
As 0.120362 -2.323256 1.371654 0.2 -0.1 0.1 0.7995
C 1.306955 -3.452832 0.301911 0.0 0.0 0.0 -1.2383
C -1.513240 -3.374682 1.193203 0.0 0.1 -0.1 0.1306
C -1.695889 -4.557794 1.899874 0.0 0.0 0.0 -0.5773
C -2.823802 -5.336964 1.686131 0.0 0.0 0.0 -0.7540
C -3.775188 -4.940583 0.758460 0.0 0.0 0.0 -0.7111
C -3.608105 -3.754661 0.058414 0.0 0.0 0.0 -0.5978
C -2.486034 -2.963504 0.275149 0.1 0.0 0.1 0.1485
As -2.284098 -1.223932 -0.570817 -0.1 0.1 -0.1 0.7131
C -3.361119 -1.313055 -2.184057 0.0 -0.1 0.1 -1.2646
C -3.405826 -0.159178 0.619484 0.0 0.0 0.0 -1.0885
H 1.003096 -3.760138 3.290417 0.0 0.0 0.0 0.4524
H -0.018583 -2.429580 3.888716 0.0 0.0 0.0 0.4036
H 1.637724 -2.103021 3.356303 0.0 0.0 0.0 0.3995
H 1.262242 -4.480045 0.661384 0.0 0.0 0.0 0.4722
H 2.329285 -3.081821 0.370030 0.0 0.0 0.0 0.3511
H 0.983822 -3.432537 -0.739487 0.0 0.0 0.0 0.3709
H -0.956272 -4.886425 2.620051 0.0 0.0 0.0 0.3232
H -2.956608 -6.256651 2.239858 0.0 0.0 0.0 0.4075
H -4.651357 -5.550673 0.584511 0.0 0.0 0.0 0.4137
H -4.365250 -3.449476 -0.653674 0.0 0.0 0.0 0.3047
H -4.409954 -1.493548 -1.954732 0.0 0.0 0.0 0.4324
H -2.986128 -2.107751 -2.826918 0.0 0.0 0.0 0.4071
H -3.265564 -0.360127 -2.701326 0.0 0.0 0.0 0.3817
H -4.352300 -0.671791 0.784264 0.0 0.0 0.0 0.4974
H -3.569685 0.817770 0.170093 0.0 0.0 0.0 0.3233
H -2.895133 -0.035466 1.575035 0.0 0.0 0.0 0.3114
F 0.263941 3.230520 4.294316 0.0 0.0 0.0 -0.3378
C 0.920470 2.605998 3.307772 0.0 0.0 0.0 0.3592
C 0.204152 1.870172 2.385101 -0.1 0.0 0.0 -0.2920
C 0.865783 1.218055 1.348213 0.1 -0.2 -0.1 0.8182
C 2.277925 1.318496 1.264314 0.1 0.0 0.1 -0.6032
C 2.946185 2.069845 2.237019 -0.1 0.0 0.0 0.8160
F 4.288044 2.187513 2.209882 0.0 0.0 0.0 -0.3388
C 2.297849 2.722244 3.261127 0.0 0.0 0.0 -0.9334
C 2.941583 0.652852 0.135620 0.1 0.0 0.0 0.5084
C 4.308218 0.684206 -0.166037 0.0 0.0 0.0 -0.9222
C 4.783037 0.050046 -1.296522 -0.1 0.0 0.0 -0.4932
C 3.905646 -0.624865 -2.141001 0.0 0.0 0.0 -0.8972
C 2.577688 -0.639697 -1.791807 0.0 -0.1 -0.1 -0.4102
N 2.110525 -0.031217 -0.692413 -0.1 0.0 0.1 0.5663
H -0.874368 1.824017 2.495269 0.0 0.0 0.0 0.4902
H 2.845372 3.295334 3.994355 0.0 0.0 0.0 0.5320
H 4.989477 1.210500 0.479331 0.0 0.0 0.0 0.6383
H 5.839911 0.085328 -1.523655 0.0 0.0 0.0 0.4543
H 4.243742 -1.121711 -3.038008 0.0 0.0 0.0 0.4650
H 1.841043 -1.150423 -2.405691 0.0 0.0 0.0 0.5466
C -1.336985 3.447289 -0.200768 0.0 0.0 0.1 -0.9850
O -1.344503 2.055697 -0.567296 0.1 -0.1 0.1 -0.0836
C -0.252018 1.578901 -1.260156 0.2 -0.5 0.1 0.8604
C 0.366636 2.474409 -2.277788 0.0 0.0 0.0 -1.6537
H -0.386270 3.715096 0.260492 0.0 0.0 0.0 0.3639
H -2.140748 3.582587 0.517986 0.0 0.0 0.0 0.2806
H -1.523247 4.070390 -1.074312 0.0 0.0 0.0 0.3377
H -0.359939 3.115707 -2.780702 0.0 0.0 0.0 0.5009
H 0.883811 1.881207 -3.030916 0.0 0.0 0.0 0.3912
H 1.117943 3.119097 -1.805781 0.0 0.0 0.0 0.3040
```
Forces are in eV/Å.

Orbital gap (alpha / beta) = 6.878 / 6.643 eV
E_HOMO (alpha / beta) = -9.79 / -9.56 eV
E_LUMO (alpha / beta) = -2.9 / -2.9 eV
Net charge = +1
M = 582.2 g mol⁻¹


# 2
Here is a molecular structure, C24H28BBrNO15OsP2S from the OMol25 dataset. Energies are from wB97M-V/def2-TZVPD.

```
74
Properties=species:S:1:pos:R:3:forces:R:3:mulliken_spin:R:1
Os -0.965407 0.629217 0.320573 -0.1 0.2 0.5 3.4439
C 1.222394 -3.359499 2.570669 0.0 0.0 0.0 -0.0025
C 0.612390 -2.059136 2.061386 0.0 0.0 -0.1 0.0224
O 0.653368 -1.120236 3.134922 0.0 0.0 0.0 0.0031
P 1.657472 -1.328528 0.753361 -0.1 0.0 0.1 0.0521
O 3.117714 -1.237776 1.399394 -0.1 -0.1 -0.1 0.0037
O 1.932054 -2.404126 -0.368328 0.2 0.1 0.0 0.0037
O 1.218511 0.026596 0.275423 0.0 -0.2 -0.1 0.2429
P -1.070687 -2.400292 1.281267 0.3 0.0 -0.1 -0.0098
O -2.011809 -1.348612 2.070015 0.0 0.2 0.0 0.0357
O -1.545406 -3.779326 1.519346 0.2 0.0 0.0 0.0030
O -0.864145 -1.839206 -0.119571 -0.2 -0.1 0.1 0.0718
H 2.190033 -3.171102 3.037581 0.0 0.0 0.0 0.0002
H 1.348451 -4.076263 1.760426 0.0 0.0 0.0 -0.0005
H 0.542489 -3.800743 3.298354 0.0 0.0 0.0 0.0005
H 0.164873 -0.312090 2.894581 0.0 0.1 0.0 0.0074
H 3.051659 -0.773370 2.244066 0.0 0.0 0.1 -0.0005
H 1.248964 -2.344951 -1.053874 -0.2 0.0 0.0 0.0003
H -2.644634 -1.806685 2.631940 -0.1 0.0 0.0 -0.0013
C 4.950733 0.585596 -3.445297 0.1 0.0 0.0 0.0000
C 3.928874 0.798145 -2.341006 -0.1 0.0 0.0 0.0004
C 4.612244 0.763903 -0.985387 0.0 0.0 0.1 -0.0002
O 3.030411 -0.335533 -2.378537 0.1 0.0 0.0 0.0036
B 1.772593 0.140233 -2.554835 -0.3 -0.1 0.1 0.0223
O 1.658613 1.477974 -2.738671 0.2 -0.1 0.0 -0.0090
C 2.979308 2.057860 -2.562515 -0.1 -0.1 0.0 -0.0024
C 2.892345 2.985535 -1.366245 -0.1 0.1 0.1 0.0018
C 3.275998 2.859392 -3.817589 0.0 0.0 -0.1 0.0003
H 5.538182 -0.304388 -3.215625 0.0 0.0 0.0 0.0000
H 5.630074 1.435158 -3.524419 0.0 0.0 0.0 0.0000
H 4.469651 0.429196 -4.409902 0.0 0.0 0.0 0.0000
H 5.127730 -0.191554 -0.879447 0.0 0.0 0.0 -0.0003
H 3.892137 0.844934 -0.172105 0.0 0.0 -0.1 0.0005
H 5.344311 1.569165 -0.897706 0.0 0.0 0.0 0.0000
H 2.521608 2.466976 -0.484946 0.0 0.0 0.0 -0.0068
H 2.175407 3.776506 -1.590499 0.0 0.0 0.0 0.0009
H 3.860936 3.439486 -1.146810 0.0 0.0 0.0 -0.0001
H 3.269043 2.236754 -4.711204 0.0 0.0 0.0 0.0000
H 4.242785 3.360222 -3.744463 0.0 0.0 0.0 0.0000
H 2.503701 3.620637 -3.930196 0.0 0.0 0.0 0.0000
O -0.135036 1.602165 2.375826 0.0 -0.2 0.0 0.0373
C 0.212642 2.662720 1.785130 0.1 0.1 -0.1 -0.0615
O 0.026645 2.863248 0.558822 0.2 -0.1 0.3 0.0440
C 0.902714 3.720428 2.602547 0.0 0.1 0.0 0.0220
C 1.113860 3.509889 3.956698 0.1 0.1 0.1 0.0071
C 1.760646 4.462084 4.753534 -0.1 -0.1 0.0 -0.0006
C 2.165956 5.610094 4.124469 0.0 0.0 0.2 0.0013
O 2.829251 6.679247 4.671034 0.1 0.2 -0.1 0.0002
C 2.906185 7.657883 3.631554 -0.1 -0.3 -0.1 0.0000
O 2.488128 7.041198 2.416081 0.1 0.1 0.1 0.0000
C 1.957347 5.821665 2.778442 0.0 0.1 -0.2 0.0005
C 1.328946 4.904524 1.982472 -0.1 -0.1 0.0 0.0063
H 0.762042 2.583148 4.387581 0.0 0.0 0.0 0.0014
H 1.931128 4.306105 5.810004 0.0 0.0 0.0 0.0000
H 3.937752 7.992029 3.528667 0.0 0.0 0.0 0.0000
H 2.242503 8.492359 3.872077 -0.1 0.0 0.0 0.0000
H 1.152974 5.056460 0.926321 0.0 0.0 0.0 0.0009
S -5.514719 2.234182 0.378990 0.3 -0.1 0.0 0.0630
C -3.985627 1.668220 0.361761 -0.4 0.1 0.0 0.0843
N -2.890304 1.257360 0.351895 -0.2 0.0 -0.1 -0.2269
Br -4.540638 -4.064406 -5.498809 0.0 0.0 0.0 0.0010
C -3.302140 -2.950309 -4.596620 0.0 0.0 0.0 0.0154
C -1.954866 -3.069551 -4.888596 0.1 0.1 0.0 -0.0100
C -1.053308 -2.243255 -4.232043 0.0 -0.2 -0.1 0.0137
C -1.507719 -1.315485 -3.307405 0.2 0.2 0.1 0.0014
C -2.861620 -1.212454 -3.019538 -0.2 0.0 0.0 0.0176
C -3.769137 -2.038784 -3.663059 0.0 0.1 0.1 -0.0056
C -0.578509 -0.395035 -2.610288 -0.1 -0.3 0.1 0.0916
O 0.719419 -0.777852 -2.671765 0.0 0.3 -0.1 0.0436
O -0.956974 0.573788 -1.987200 0.2 0.0 -0.7 -0.0352
H -1.614567 -3.799307 -5.609214 0.0 0.0 0.0 -0.0003
H 0.007112 -2.331321 -4.427152 0.0 0.0 0.0 0.0029
H -3.192531 -0.493934 -2.278974 0.0 0.0 0.0 -0.0021
H -4.824037 -1.978461 -3.436306 0.0 0.0 0.0 -0.0001
```
Forces are in eV/Å.

Relative energy (zero: lowest compared OMol25 entry of this formula, charge and spin) = 0.0000 eV
Orbital gap (alpha / beta) = 6.242 / 6.462 eV
E_HOMO (alpha / beta) = -4.07 / -4.39 eV
E_LUMO (alpha / beta) = 2.2 / 2.1 eV
⟨S²⟩ = 6.02
Spin multiplicity = 5
Net charge = -1
M = 945.4 g mol⁻¹


# 3
Here is a molecular structure, C24H28Cl2N10OSr at a distorted geometry from the OMol25 dataset. Energies are from wB97M-V/def2-TZVPD.

```
66
Properties=species:S:1:pos:R:3:forces:R:3:mulliken_charge:R:1
Sr -0.231350 0.916524 0.320898 1.9 -2.0 -0.3 1.9390
N 1.138750 3.579424 2.323698 0.0 -0.1 -0.1 -0.2601
C 0.009850 3.937924 1.698598 0.1 0.8 0.4 0.4800
N -0.612450 5.019924 2.162298 -0.1 0.1 0.2 -0.7098
C -1.690950 5.395124 1.479198 0.6 -0.1 0.2 0.4431
N -2.371150 6.469524 1.898698 0.0 0.0 0.1 -0.3475
N -2.138150 4.785124 0.377798 -0.2 -0.4 -0.6 -0.6551
C -1.465650 3.706624 0.000098 0.1 1.4 1.3 0.6241
N -0.390250 3.227624 0.630298 -0.2 1.2 -0.3 -0.5763
C -2.012550 3.024924 -1.167902 -0.9 -0.1 -1.3 0.4649
C -2.848950 3.744524 -2.028502 0.3 0.0 0.3 -0.8436
C -3.507750 3.075624 -3.037102 0.1 -0.5 -0.1 -0.4011
C -3.316850 1.702124 -3.158502 0.0 0.4 0.0 -0.9401
C -2.412850 1.087624 -2.307202 -0.3 -0.4 -0.3 -0.6334
N -1.765350 1.723524 -1.343602 -0.7 0.9 -0.6 0.0301
H 1.337350 4.054624 3.189498 0.0 -0.1 -0.1 0.2624
H 1.498250 2.646024 2.187498 0.1 0.0 0.2 0.0313
H -2.108850 6.913924 2.760098 0.0 0.0 0.0 0.2470
H -3.234950 6.698624 1.442998 0.0 0.0 0.0 0.2395
H -2.959750 4.805924 -1.876302 -0.1 0.0 0.0 0.5192
H -4.164450 3.606824 -3.710402 0.0 0.0 0.0 0.4310
H -3.846450 1.131324 -3.906102 0.1 -0.1 0.0 0.4322
H -2.205350 0.029324 -2.398502 0.0 -0.1 0.0 0.5894
Cl 0.216550 -2.276576 -3.047202 0.1 0.2 -0.4 0.0048
C 0.666850 -1.319676 -4.480402 0.0 -0.4 0.3 -0.5316
Cl 0.320650 0.395324 -4.206802 0.0 0.2 -0.2 -0.1291
H 0.077350 -1.661876 -5.328902 0.1 0.1 0.1 0.3918
H 1.736750 -1.425576 -4.651402 -0.2 0.0 0.0 0.3218
C -2.635150 -3.151076 -0.295102 0.1 0.0 0.0 -1.7460
C -1.181850 -3.179476 0.084298 -0.1 -0.1 0.1 0.0141
C -0.589550 -4.321076 0.614098 -0.1 0.1 0.0 -1.1870
C 0.753750 -4.295676 0.964698 0.0 0.0 -0.1 0.5431
C 1.397850 -5.516676 1.558898 0.0 0.1 0.0 -1.7358
C 1.508450 -3.145576 0.795798 0.0 0.0 0.2 -0.4683
C 0.961150 -1.959576 0.250298 0.1 0.1 -0.1 0.4270
C -0.407150 -2.056976 -0.105602 -0.1 0.2 0.1 0.2117
N 1.517150 -0.735076 0.082698 0.5 0.0 -0.3 0.6551
C 2.921550 -0.438276 -0.148002 0.1 -0.1 -0.3 1.0479
C 3.060850 -0.127176 -1.654402 0.1 0.0 0.4 -1.3190
C 3.976750 -1.505776 0.179598 -0.2 0.2 -0.1 -2.3926
C 3.300150 0.828724 0.639698 -0.1 -0.5 -0.1 -1.3894
H -3.132850 -4.072476 -0.002802 -0.1 0.0 0.0 0.3838
H -2.740550 -3.025476 -1.374102 -0.1 0.0 -0.1 0.3081
H -3.131550 -2.315076 0.198098 -0.1 0.0 0.0 0.2948
H -1.176050 -5.215176 0.766198 -0.1 -0.1 0.0 0.2380
H 0.706250 -6.356376 1.559098 0.0 -0.1 0.0 0.3895
H 1.703550 -5.318576 2.585598 0.0 -0.1 0.1 0.3358
H 2.286350 -5.793976 0.992098 0.1 -0.1 0.0 0.3448
H 2.520850 -3.171376 1.156498 0.1 0.0 0.0 0.6115
H -0.861150 -1.174076 -0.561802 -0.2 -0.6 -0.2 0.5547
H 2.911250 -1.041276 -2.224502 -0.1 -0.1 -0.1 0.3049
H 4.045850 0.271624 -1.884702 0.2 0.1 -0.1 0.4686
H 2.305750 0.600724 -1.949802 0.0 0.0 -0.1 0.0677
H 3.783350 -2.425176 -0.364002 0.0 -0.1 0.0 0.5211
H 4.014450 -1.707976 1.246298 0.0 -0.1 0.1 0.4335
H 4.951750 -1.132376 -0.129802 0.1 0.0 0.0 0.5135
H 2.686550 1.669024 0.313098 -0.1 0.3 0.0 0.1364
H 4.345750 1.073824 0.465698 0.1 0.2 0.0 0.5429
H 3.153750 0.663924 1.705398 0.0 0.0 0.1 0.2885
O -2.057250 0.143124 1.432098 -0.3 -0.2 0.9 -0.4119
N -2.099950 -0.831876 2.246898 -1.2 -0.7 0.1 -0.4726
C -1.072350 -1.140676 3.002598 -0.1 0.3 -0.3 0.5790
C 0.048050 -0.299176 2.950598 0.5 1.3 -0.3 0.7049
N 0.683550 0.624924 2.664098 0.2 -0.5 1.0 -0.6124
C -1.108250 -2.258776 3.853398 -0.1 -0.5 0.2 -0.0857
N -1.069350 -3.157976 4.563898 0.0 -0.3 0.2 -0.5245
```
Forces are in eV/Å.

Relative energy (zero: lowest compared OMol25 entry of this formula, charge and spin) = 2.3243 eV
Orbital gap = 4.902 eV
E_HOMO = -5.93 eV
E_LUMO = -1.0 eV
M = 631.1 g mol⁻¹